(1)
Entry from the Open Molecules 2025 dataset: a structure of composition C31H41CrN4PSe2Si3 at a distorted geometry (ωB97M-V/def2-TZVPD).

Each line ends with the Löwdin charge.
Cartesian coordinates (Å):
C1 1.53 4.02 0.14  -0.062
H1 -5.89 2.70 2.87  0.098
N1 1.74 -5.90 -0.35  0.085
C2 -5.57 1.68 2.72  -0.090
C3 2.13 0.84 -2.84  -0.161
H2 5.67 -1.45 2.03  0.021
C4 2.18 1.36 0.14  -0.432
H3 -4.44 -1.95 2.13  0.041
H4 -4.81 2.08 0.78  0.071
Se1 -2.19 0.94 -0.59  0.375
H5 -6.09 -1.35 -4.59  0.100
H6 1.56 -1.13 5.63  0.017
H7 3.65 4.40 0.01  0.102
C5 1.11 -0.25 6.10  -0.189
C6 -4.62 0.01 1.28  -0.382
Si1 3.29 -0.85 1.52  0.532
H8 1.14 1.24 -2.63  0.024
H9 5.16 -2.24 0.55  0.018
H10 -1.25 1.76 7.15  0.016
C7 -5.00 1.32 1.52  -0.114
H11 -2.79 -1.12 5.41  0.003
C8 5.11 -1.31 1.11  -0.182
H12 -1.91 -1.37 6.91  0.018
H13 5.62 -0.55 0.53  0.008
H14 -1.44 -2.24 5.46  0.025
C9 -6.40 0.68 -3.96  -0.098
C10 -0.18 0.20 2.31  -0.181
Si2 -0.60 0.11 5.34  0.481
C11 -5.45 1.25 -1.83  -0.114
H15 1.06 -0.44 7.17  0.017
H16 -0.48 3.27 0.27  0.091
H17 -5.23 2.00 -1.09  0.073
H18 -5.36 -1.29 4.31  0.099
C12 -5.22 -0.97 -2.68  -0.126
C13 -5.72 0.74 3.73  -0.096
H19 -6.15 1.02 4.68  0.097
N2 0.88 1.73 0.21  -0.063
H20 5.06 -0.31 -1.69  0.011
H21 4.53 -1.04 -3.19  0.023
C14 -4.76 -0.93 2.30  -0.115
H22 2.49 -3.23 1.50  0.014
H23 1.78 -3.05 -1.77  0.010
H24 -6.92 0.97 -4.85  0.096
C15 2.48 -2.42 2.22  -0.162
H25 1.79 0.58 5.95  0.016
C16 -0.41 0.20 3.51  -0.190
H26 4.67 -2.02 -1.75  0.017
C17 -0.07 -3.03 0.21  -0.368
C18 4.38 -1.04 -2.12  -0.182
H27 -4.84 -1.98 -2.58  0.034
N3 -0.26 -1.88 0.36  0.027
H28 3.94 1.32 2.68  0.016
C19 -5.92 -0.62 -3.81  -0.088
C20 2.26 -0.11 0.11  -0.387
C21 -1.80 -1.29 5.83  -0.181
H29 2.38 0.73 3.24  0.004
H30 -0.58 2.59 5.76  0.018
C22 1.55 -2.15 -2.33  -0.163
H31 -2.23 2.01 5.71  0.014
C23 0.57 3.03 0.21  -0.111
C24 3.38 0.43 2.95  -0.162
N4 -0.01 -4.26 0.06  0.127
H32 2.85 1.63 -2.69  0.022
H33 0.47 -1.99 -2.26  0.027
C25 -5.29 -0.56 3.52  -0.093
H34 1.78 -2.35 -3.37  0.030
Se2 -3.48 -2.59 -0.33  0.306
Si3 2.55 -0.66 -1.70  0.537
C26 0.93 -5.10 -0.16  -0.432
H35 4.22 1.97 0.00  0.119
C27 -6.18 1.60 -2.95  -0.092
H36 1.24 5.06 0.13  0.099
P1 -3.84 -0.51 -0.30  0.166
Cr1 0.10 -0.06 0.38  0.367
C28 -4.97 -0.04 -1.68  -0.398
H37 -6.55 2.61 -3.04  0.098
H38 3.86 -0.01 3.82  0.025
H39 3.00 -2.77 3.11  0.027
C29 -1.23 1.77 6.06  -0.192
H40 2.16 0.56 -3.89  0.026
C30 3.20 2.30 0.07  -0.038
C31 2.87 3.65 0.07  -0.056
H41 1.44 -2.22 2.50  0.011

Properties
Total charge: -1
HOMO energy (alpha / beta) (eV): -5.2 / -5.1
2S+1: 2
Energy relative to the best compared isomer or geometry (same formula, charge and spin) (kcal/mol): 22.9
Calculated total energy (a.u.): -8482.19457
Gap between HOMO and LUMO (alpha / beta) (eV): 7.1 / 7.4
<S²>: 0.7649

***

(2)
Entry from the Open Molecules 2025 dataset: a structure of composition C31H41FN6O3Ru (ωB97M-V/def2-TZVPD).

Each line ends with the Löwdin charge.
Cartesian coordinates (Å):
H1 0.82 5.89 3.81  0.141
C1 1.93 -1.04 2.00  0.064
H2 -0.84 0.54 -5.11  0.088
H3 2.27 -1.42 -5.42  0.119
C2 1.52 -3.42 -5.24  -0.044
C3 1.87 7.35 1.60  -0.067
C4 1.90 2.60 2.14  0.064
H4 2.09 -0.30 -2.05  0.088
C5 1.26 0.34 -2.35  -0.061
H5 2.22 -3.83 -5.94  0.115
C6 1.52 1.27 1.89  -0.104
C7 -6.44 -2.82 1.57  -0.011
H6 2.78 -0.17 4.97  0.092
N1 3.17 6.90 2.19  0.057
H7 -3.01 -4.96 -1.80  0.106
H8 3.86 5.67 3.75  0.137
H9 -1.75 -4.00 -1.21  0.032
H10 -1.66 -5.65 -5.19  0.077
N2 2.32 0.20 2.27  -0.004
C8 -4.13 -3.12 0.99  -0.208
C9 -2.33 -4.18 -2.16  -0.116
H11 4.24 0.82 5.04  0.090
F1 -0.92 4.36 0.72  0.086
H12 -4.08 -5.15 2.42  0.100
H13 -1.41 1.89 0.28  0.148
C10 0.77 -0.01 -3.76  -0.373
H14 -6.80 -2.60 2.58  0.097
H15 -2.96 -3.37 -2.51  0.085
H16 3.82 7.68 2.28  0.189
C11 1.10 3.66 1.75  -0.133
C12 -0.35 -3.73 -3.73  -0.128
H17 1.59 1.38 -2.32  0.080
C13 -0.11 3.36 1.08  -0.180
C14 0.57 -4.23 -4.65  -0.031
H18 0.45 0.22 -1.63  0.038
Ru1 -1.52 -2.14 -0.79  1.313
H19 0.52 -5.28 -4.91  0.122
C15 3.56 0.40 3.04  -0.164
H20 3.59 6.22 1.56  0.185
H21 -5.75 -5.52 1.93  0.099
H22 -2.81 -4.35 -4.85  0.096
N3 -3.21 -2.75 0.39  0.096
N4 1.53 4.98 2.03  -0.100
C16 -0.48 2.08 0.80  0.102
H23 1.52 0.34 -4.47  0.127
C17 0.78 -1.38 1.33  -0.014
H24 1.84 4.47 4.05  0.130
H25 4.13 1.20 2.57  0.120
C18 0.32 1.01 1.21  -0.053
H26 -6.31 -1.89 1.03  0.097
C19 0.68 -1.51 -4.01  -0.145
H27 2.83 2.82 2.63  0.115
C20 -1.41 -4.71 -3.23  -0.350
N5 -5.16 -3.52 1.67  -0.183
C21 1.55 -2.07 -4.93  -0.022
H28 -5.44 -4.62 3.43  0.098
C22 -0.53 0.74 -4.09  -0.061
H29 -0.36 1.81 -3.99  0.080
C23 -0.25 -2.37 -3.37  -0.199
C24 -0.07 -0.35 0.90  -0.270
C25 -2.26 -5.19 -4.41  -0.048
C26 0.52 -2.87 1.21  -0.565
H30 -0.87 -5.57 -2.82  0.151
H31 -2.99 -5.93 -4.07  0.087
H32 -0.01 6.34 1.43  0.131
H33 2.85 7.03 4.27  0.141
C27 1.03 6.10 1.24  -0.125
H34 -7.17 -3.45 1.06  0.099
C28 1.71 5.36 3.43  -0.116
H35 1.14 5.86 0.19  0.141
H36 2.68 1.56 4.66  0.066
O1 -0.50 -3.26 0.52  -0.162
H37 2.07 7.96 0.73  0.142
N6 -0.98 -1.77 -2.33  -0.093
C29 3.29 0.68 4.51  -0.049
H38 4.15 -0.51 2.92  0.131
C30 -5.10 -4.79 2.41  -0.008
H39 -1.34 0.46 -3.42  0.061
H40 1.39 7.97 2.36  0.141
C31 2.96 6.24 3.53  -0.065
H41 2.56 -1.85 2.35  0.158
O2 1.27 -3.63 1.80  0.092
O3 -1.17 -0.51 0.26  -0.160

Properties
Total charge: +2
HOMO energy (eV): -12.3
2S+1: 1
Energy relative to the best compared isomer or geometry (same formula, charge and spin) (kcal/mol): 18.4
Calculated total energy (a.u.): -1954.34739
Gap between HOMO and LUMO (eV): 7.1

***

(3)
Entry from the Open Molecules 2025 dataset: a cluster of 4 separate species, C31H42Br2O6 in total (ωB97M-V/def2-TZVPD).

Each line ends with the Löwdin charge.
Cartesian coordinates (Å):
C1 2.25 -6.48 0.18  -0.078
H1 3.33 -4.64 -0.14  0.108
O1 -2.39 1.13 -0.35  0.066
H2 -0.84 1.17 2.99  0.087
H3 2.39 -4.20 3.38  0.117
H4 -0.65 3.99 5.32  0.108
C2 2.82 3.17 -3.90  0.021
C3 0.60 4.08 -4.12  -0.279
C4 2.30 2.07 -3.23  -0.079
C5 -0.84 1.63 3.98  -0.284
C6 2.69 0.30 -1.48  -0.076
C7 3.59 -0.28 -0.60  0.008
H5 2.38 5.04 -4.83  0.128
C8 -0.64 -0.37 0.30  -0.092
H6 -2.64 2.77 3.63  0.084
C9 4.28 -4.45 2.39  -0.073
H7 0.22 5.67 -1.89  0.086
H8 4.44 -3.39 2.20  0.061
O2 0.08 2.70 3.87  -0.161
H9 -3.10 -0.55 -2.38  0.048
C10 -2.25 2.04 4.34  -0.070
H10 -5.49 -3.41 -2.67  0.106
H11 -1.19 -1.10 -0.30  0.128
C11 1.32 0.25 -1.23  -0.031
H12 3.81 -1.32 1.26  0.096
C12 -1.34 0.96 0.22  -0.260
H13 0.99 3.34 7.07  0.077
H14 -5.17 -4.29 0.25  0.079
O3 -0.65 0.26 -2.56  0.139
H15 -2.91 1.17 4.34  0.079
H16 -4.93 -0.34 -0.75  0.115
O4 2.01 -4.37 1.43  -0.174
H17 2.46 -6.86 -0.82  0.078
H18 -4.66 -0.70 -3.20  0.084
C13 -4.66 -1.32 -1.13  -0.282
C14 3.18 0.98 -2.72  -0.284
C15 -0.44 6.29 -3.84  -0.769
H19 1.74 2.18 5.96  0.081
H20 2.97 -6.94 0.86  0.066
H21 -3.96 -1.76 -0.40  0.101
O5 4.23 0.70 -3.24  0.127
C16 1.75 -0.89 0.83  -0.007
H22 -0.87 1.81 0.75  0.132
C17 -0.30 5.18 -4.55  -0.736
H23 4.73 -5.01 1.57  0.070
H24 0.10 1.91 6.56  0.066
H25 1.00 4.23 4.76  0.118
C18 0.27 3.47 5.05  -0.280
H26 1.33 6.76 -2.72  0.087
H27 -2.31 2.49 5.34  0.067
Br1 -1.58 7.70 -4.40  0.739
H28 -3.82 -3.94 -0.84  0.063
C19 -3.99 -1.17 -2.48  -0.071
C20 2.80 -4.76 2.54  -0.279
C21 0.92 1.97 -3.02  -0.064
H29 2.65 -5.82 2.77  0.108
C22 -5.78 -3.39 -1.62  -0.288
H30 -6.80 -3.77 -1.56  0.116
H31 -0.70 -0.69 1.34  0.119
H32 3.89 3.23 -4.07  0.125
H33 -0.16 7.40 -2.02  0.056
C23 0.83 -0.33 -0.06  -0.136
H34 -3.67 -2.13 -2.89  0.069
H35 4.81 -4.72 3.31  0.079
C24 3.11 -0.87 0.56  -0.040
H36 4.65 -0.25 -0.82  0.122
C25 0.41 0.77 -2.30  -0.269
H37 -1.00 2.87 -3.34  0.142
H38 1.62 -4.55 -0.52  0.119
O6 -5.87 -2.06 -1.15  -0.160
H39 -4.89 -5.30 -1.18  0.074
H40 1.25 -6.81 0.48  0.083
H41 -0.47 0.87 4.67  0.110
C26 0.07 2.96 -3.48  0.058
C27 1.97 4.18 -4.33  -0.001
C28 0.81 2.67 6.23  -0.079
C29 2.34 -4.97 0.19  -0.282
Br2 -1.22 4.86 -6.17  0.766
C30 -4.86 -4.27 -0.80  -0.082
H42 1.41 -1.34 1.74  0.116
C31 0.27 6.55 -2.54  -0.117

Properties
Total charge: 0
SMILES: C/C(Br)=C(/Br)c1ccc2c(c1)C(=O)c1c(CC=O)cccc1C2=O.CCOCC.CCOCC.CCOCC
HOMO energy (eV): -9.2
2S+1: 1
Calculated total energy (a.u.): -6805.85068
Gap between HOMO and LUMO (eV): 8.2

***

(4)
Entry from the Open Molecules 2025 dataset: a cluster of 9 separate species, C31H42NO28P in total at a distorted geometry (ωB97M-V/def2-TZVPD).

Each line ends with the Löwdin charge.
Cartesian coordinates (Å):
P1 5.16 -2.48 -6.19  0.908
O1 1.09 4.16 5.26  0.155
O2 4.20 -3.82 -6.46  -0.314
C1 -7.80 2.42 -2.69  -0.568
H1 3.43 3.10 -3.28  0.120
H2 4.86 -0.61 0.82  0.133
H3 6.86 -3.86 -4.98  0.044
C2 2.60 -1.49 2.22  -0.558
C3 0.24 2.34 9.30  -0.112
C4 4.56 4.85 -3.89  -0.105
H4 2.32 -1.87 5.73  0.123
H5 -5.10 1.17 -1.71  0.133
C5 3.10 0.06 8.08  -0.584
H6 -7.11 -0.61 -2.33  0.099
C6 2.03 -3.40 -4.09  -0.215
H7 0.99 2.83 9.91  0.138
H8 1.19 -0.56 6.13  0.136
C7 4.15 5.32 -1.73  -0.569
H9 -10.30 -3.81 -0.56  0.137
O3 -1.78 2.71 8.29  0.060
O4 -8.04 1.12 -3.00  0.060
O5 -1.01 -2.89 -1.21  0.143
N1 1.96 -2.17 -4.91  0.004
H10 -4.85 -2.84 -1.22  0.106
H11 4.01 4.86 -4.83  0.136
C8 2.92 -1.18 -4.83  -0.158
C9 1.01 -3.27 -2.93  -0.088
O6 5.30 0.84 -6.13  0.151
C10 2.22 -0.92 6.25  -0.121
C11 6.22 -2.99 -4.78  -0.267
H12 1.73 -2.32 -5.88  0.123
O7 3.96 5.93 -0.73  0.154
C12 1.39 4.57 4.19  -0.565
H13 -9.97 -5.19 -2.94  0.136
C13 4.19 -1.13 -5.36  -0.183
H14 2.06 0.53 0.37  0.138
C14 -7.63 -3.29 -2.10  -0.541
C15 2.77 -0.29 0.32  -0.116
H15 3.63 -3.59 -7.20  0.042
H16 -3.67 -4.93 -3.10  0.135
H17 2.96 4.20 1.90  0.128
O8 -0.83 1.83 10.11  0.064
C16 4.58 0.33 -5.33  -0.421
C17 1.23 5.50 2.14  -0.117
H18 -10.40 -2.96 -2.11  0.139
H19 3.36 5.91 2.15  0.130
O9 2.68 0.10 -2.88  0.155
O10 -3.02 1.49 9.73  0.158
H20 4.25 0.99 1.26  0.131
H21 1.68 -4.23 -4.71  0.113
O11 4.04 5.83 -2.98  0.068
C18 3.99 -0.06 1.17  -0.117
O12 -2.57 -3.21 -2.81  0.053
H22 1.04 6.57 2.26  0.135
O13 -8.55 -2.88 -1.20  0.078
C19 -9.77 -3.59 -1.48  -0.105
O14 3.45 0.85 7.03  0.060
O15 2.16 -2.22 3.05  0.162
C20 -4.30 -3.75 -1.39  -0.129
O16 3.30 0.33 9.22  0.154
C21 2.92 0.12 -4.05  -0.364
H23 5.18 2.84 -3.34  0.129
O17 3.66 1.14 -4.63  0.101
C22 4.41 3.57 -3.12  -0.126
C23 3.24 0.09 5.83  -0.125
H24 6.89 -2.16 -4.50  0.049
O18 -6.63 2.55 -2.01  0.061
O19 3.59 -0.58 2.44  0.044
C24 -2.11 -3.22 -1.53  -0.556
C25 2.66 5.12 2.41  -0.122
C26 -9.27 -4.82 -2.19  -0.108
C27 -0.48 3.28 8.37  -0.113
H25 1.24 -4.06 -2.19  0.083
H26 5.61 5.09 -4.11  0.136
H27 5.64 -3.21 -3.87  0.039
H28 -0.02 -3.40 -3.26  0.056
H29 -0.56 4.29 8.77  0.134
O20 -8.51 3.33 -2.97  0.167
H30 2.89 0.73 5.03  0.127
O21 2.66 4.89 3.83  0.064
H31 4.19 -0.37 5.54  0.135
H32 -0.01 3.34 7.38  0.112
O22 -6.56 -2.78 -2.24  0.107
C28 -3.83 -3.89 -2.82  -0.114
C29 -6.86 0.37 -2.70  -0.121
O23 0.52 4.79 3.17  0.063
O24 4.50 4.01 -1.77  0.063
H33 0.71 1.50 8.78  0.121
H34 -6.27 0.27 -3.61  0.138
O25 2.18 -1.45 0.94  0.073
C30 -1.98 1.96 9.41  -0.571
H35 -4.89 -4.59 -1.05  0.137
H36 1.06 -2.30 -2.42  0.064
O26 2.48 -1.07 7.65  0.063
H37 3.02 -0.49 -0.72  0.102
H38 -9.03 -5.63 -1.50  0.136
H39 3.06 -3.54 -3.74  0.104
C31 -6.18 1.23 -1.67  -0.117
H40 0.89 5.18 1.16  0.133
H41 -6.51 1.00 -0.65  0.135
O27 -3.06 -3.66 -0.67  0.074
H42 -4.51 -3.44 -3.53  0.123
O28 -8.06 -4.36 -2.80  0.077

Properties
Total charge: 0
SMILES: CCNC1=C(P(C)O)C(=O)OC1=O.O=C1OCCO1.O=C1OCCO1.O=C1OCCO1.O=C1OCCO1.O=C1OCCO1.O=C1OCCO1.O=C1OCCO1.O=C1OCCO1
HOMO energy (eV): -9.2
2S+1: 1
Calculated total energy (a.u.): -3709.33284
Gap between HOMO and LUMO (eV): 8.1